Record 1
Computed, not measured: a cluster of 6 separate species, C26H53N5O11 in total, with ωB97M-V/def2-TZVPD.

Cartesian coordinates (Å):
C1 0.60092 -2.36732 -0.53316
C2 0.43820 -3.13626 0.78741
C3 -1.00701 -3.55089 1.09607
C4 -1.86303 -2.59002 1.92447
C5 -2.21660 -1.25239 1.24701
C6 -1.39042 -0.02353 1.60412
C7 -1.60202 1.05173 0.54683
O1 -0.61604 2.07318 0.70181
C8 0.42100 2.05812 -0.17610
C9 1.72441 2.43675 0.45181
O2 0.27667 1.76940 -1.32957
O3 0.02506 -0.27902 1.73546
C10 0.35226 -0.42371 3.03637
O4 1.43273 -0.72937 3.42331
O5 -0.72128 -0.18431 3.82362
C11 -1.66505 0.54758 2.99853
O6 -2.95022 0.37227 3.43367
H1 1.33096 -1.56145 -0.44267
H2 -0.33442 -1.91810 -0.87470
H3 0.96429 -3.03690 -1.31408
H4 1.02189 -4.05073 0.69905
H5 0.87936 -2.57789 1.61215
H6 -0.98112 -4.51352 1.61381
H7 -1.50942 -3.74383 0.14084
H8 -2.80769 -3.10154 2.12520
H9 -1.40450 -2.42718 2.90199
H10 -3.23798 -0.98165 1.51555
H11 -2.22174 -1.37478 0.16336
H12 -2.58344 1.50077 0.69126
H13 -1.55886 0.63205 -0.45595
H14 1.62759 3.36732 1.01179
H15 1.97447 1.63581 1.14956
H16 2.47927 2.55883 -0.31746
H17 -1.33472 1.59171 3.04082
H18 -3.03664 0.75662 4.31276
C12 4.76262 4.07710 -5.11580
N1 4.77517 4.30711 -3.68718
C13 4.23219 3.53825 -2.70382
C14 3.51974 2.27474 -3.12970
O7 4.32873 3.87559 -1.53447
H19 5.77788 3.99078 -5.50734
H20 4.26030 4.89274 -5.63904
H21 4.23414 3.15625 -5.33990
H22 5.23630 5.13428 -3.34223
H23 3.14250 1.76991 -2.24711
H24 2.67702 2.50108 -3.78351
H25 4.19979 1.60571 -3.65872
C15 -7.33133 1.17364 -2.23992
N2 -6.08102 0.77678 -1.62694
C16 -5.77504 0.71480 -0.30643
C17 -6.84959 1.10147 0.68305
O8 -4.66587 0.35924 0.06061
H26 -7.74623 0.36183 -2.83944
H27 -7.19005 2.04200 -2.88523
H28 -8.05557 1.43430 -1.47487
H29 -5.31864 0.51054 -2.23067
H30 -6.43553 0.99468 1.68084
H31 -7.16606 2.13453 0.53454
H32 -7.72339 0.45610 0.58635
C18 3.72114 -4.71405 4.64261
N3 3.34682 -4.67514 3.24658
C19 3.90648 -3.94480 2.24276
C20 5.07518 -3.05425 2.59795
O9 3.45720 -4.00295 1.11297
H33 4.00799 -5.72354 4.94463
H34 2.89645 -4.38489 5.27747
H35 4.56504 -4.05493 4.82013
H36 2.56698 -5.23820 2.94471
H37 5.38969 -2.54381 1.69303
H38 4.78520 -2.31256 3.34303
H39 5.90983 -3.63650 2.99118
C21 1.71557 7.92522 2.08035
N4 0.44694 8.37707 1.54875
C22 -0.48398 7.65930 0.86148
C23 -0.18216 6.19934 0.61208
O10 -1.51143 8.18445 0.46985
H40 1.75314 8.05177 3.16388
H41 2.54480 8.48150 1.63994
H42 1.86148 6.87323 1.85744
H43 0.18973 9.34199 1.68491
H44 -1.00958 5.76895 0.05643
H45 0.73265 6.08733 0.02787
H46 -0.06647 5.65566 1.55081
C24 -0.22413 -5.29130 -4.82965
N5 0.18667 -5.32151 -3.44353
C25 -0.31582 -6.07756 -2.42837
C26 -1.45223 -7.02029 -2.75898
O11 0.13931 -5.98543 -1.30359
H47 0.59996 -5.56996 -5.48922
H48 -0.56935 -4.29540 -5.11408
H49 -1.03827 -5.99058 -4.99316
H50 0.93793 -4.71363 -3.15500
H51 -1.72944 -7.53791 -1.84599
H52 -2.31743 -6.47505 -3.13840
H53 -1.15084 -7.75277 -3.50888

E	-57797.296	eV
gap between HOMO and LUMO	0.35041	hartree
LUMO energy	0.6	eV
largest force on an atom	0.46	eV/Å
charge	0

Atom charges from the Löwdin analysis, given in e for atoms 1 to 4: -0.08, -0.24, -0.20, -0.16

Record 2
Computed, not measured: a cluster of 2 separate species, C5H12N4O in total, with ωB97M-V/def2-TZVPD.

Cartesian coordinates (Å):
C1 -0.22145 -2.32312 2.26691
C2 -0.13941 -1.07893 3.04401
C3 -0.54983 -0.99246 1.54457
C4 -1.96706 -0.66311 1.12404
C5 0.84590 1.89134 -3.55782
N1 1.20497 -0.07922 0.13410
N2 0.29064 1.02567 -1.40835
N3 0.39550 -0.51835 0.75869
N4 1.07391 1.53899 -2.20285
O1 2.27692 1.82581 -1.80844
H1 0.69401 -2.82796 1.98972
H2 -1.06973 -2.98132 2.38797
H3 -0.93376 -0.81761 3.72992
H4 0.83213 -0.69613 3.32480
H5 -2.65812 -0.94457 1.91759
H6 -2.23929 -1.22092 0.22735
H7 -2.08813 0.40150 0.93391
H8 0.66687 2.97432 -3.63575
H9 -0.00702 1.36455 -3.98746
H10 1.75540 1.71180 -4.14501
H11 2.48240 1.58960 -0.87454
H12 -0.64484 0.82015 -1.76337

E	-13364.637	eV
gap between HOMO and LUMO	0.34375	hartree
LUMO energy	-9.6	eV
largest force on an atom	3.80	eV/Å
energy relative to the best compared isomer or geometry (same formula, charge and spin)	150.8	kcal/mol
charge	+2

Atom charges from the Löwdin analysis, given in e for atoms 1 to 4: 0.02, 0.03, -0.42, 0.03

Record 3
Computed, not measured: a cluster of 3 separate species, C13H31BrN2O3 in total, with ωB97M-V/def2-TZVPD.

Cartesian coordinates (Å):
H1 -2.03624 0.42633 2.08512
N1 -1.80441 0.34918 3.08472
C1 -0.52742 0.34119 3.19643
C2 0.37568 0.45083 1.89893
C3 1.80241 0.97733 2.33659
C4 2.03524 2.37246 1.62364
N2 1.29840 3.41040 2.36720
Br1 2.14638 3.87973 3.96596
O1 2.84048 0.01730 2.05151
C5 4.06316 0.43755 2.68093
H2 -0.04794 0.27341 4.19973
H3 -0.14200 1.21996 1.26345
H4 0.41386 -0.50308 1.32495
H5 1.77471 1.05971 3.45742
H6 3.10574 2.63097 1.47000
H7 1.58402 2.27827 0.59961
H8 0.32265 3.16360 2.51391
H9 4.43933 -0.33060 3.40461
H10 4.85499 0.63299 1.91411
H11 3.93185 1.37969 3.27618
C6 -4.82914 0.71117 0.55188
C7 -4.22556 1.84235 -0.26062
O2 -3.00336 1.49663 -0.89644
C8 -3.06003 0.42890 -1.82794
C9 -3.99358 0.68587 -2.99851
H12 -4.11088 0.34309 1.28648
H13 -5.72422 1.05215 1.07452
H14 -5.11404 -0.13377 -0.07807
H15 -3.99481 2.67358 0.40878
H16 -4.94123 2.22691 -0.99445
H17 -3.31725 -0.50748 -1.32028
H18 -2.04463 0.30224 -2.21077
H19 -5.03169 0.78101 -2.67313
H20 -3.94223 -0.13551 -3.71479
H21 -3.72452 1.61496 -3.50436
C10 1.62470 -0.72459 -1.84280
C11 0.88670 -2.04676 -1.73141
O3 1.10068 -2.91397 -2.83219
C12 2.44058 -3.31390 -3.06147
C13 3.06076 -4.07235 -1.89994
H22 1.36712 -0.21670 -2.77463
H23 1.36686 -0.07416 -1.00465
H24 2.70730 -0.86358 -1.83446
H25 -0.18754 -1.85022 -1.70409
H26 1.13140 -2.55630 -0.79317
H27 3.05509 -2.44979 -3.33744
H28 2.41937 -3.96759 -3.93592
H29 3.14180 -3.44788 -1.00751
H30 4.06370 -4.41479 -2.15979
H31 2.44772 -4.93668 -1.63782

E	-93145.429	eV
gap between HOMO and LUMO	0.34598	hartree
LUMO energy	0.4	eV
largest force on an atom	1.88	eV/Å
energy relative to the best compared isomer or geometry (same formula, charge and spin)	28.7	kcal/mol
charge	0

Atom charges from the Löwdin analysis, given in e for atoms 1 to 4: 0.03, 0.08, -0.21, -0.10

Record 4
Computed, not measured: an isolated molecule of C6H5N, with ωB97M-V/def2-TZVPD.

Cartesian coordinates (Å):
C1 2.39764 -1.86434 -0.02717
C2 2.00363 -0.66325 -0.13257
C3 0.91554 0.28844 -0.81701
C4 -1.29390 -0.31209 -0.19979
C5 -2.34499 -1.06461 -0.01211
C6 1.80394 0.78851 0.31272
N1 -0.41296 0.38290 -0.59863
H1 1.06654 0.59646 -1.78052
H2 -2.90148 -1.60540 -0.79689
H3 -3.03128 -1.29571 0.84988
H4 1.36518 0.93430 1.21415
H5 2.53199 1.44757 0.26490

E	-7785.422	eV
gap between HOMO and LUMO	0.32217	hartree
LUMO energy	-0.4	eV
largest force on an atom	5.42	eV/Å
energy relative to the best compared isomer or geometry (same formula, charge and spin)	147.0	kcal/mol
charge	0

Atom charges from the Löwdin analysis, given in e for atoms 1 to 4: 0.15, -0.28, -0.22, -0.15

Record 5
Computed, not measured: an isolated molecule of C8H6O3, with ωB97M-V/def2-TZVPD.

Cartesian coordinates (Å):
O1 -0.15196 -3.19623 2.60904
C1 -0.59765 -2.12190 2.29477
O2 -1.92217 -1.90324 2.02715
C2 0.34173 -1.11081 1.69076
C3 0.30346 -0.78603 0.36774
C4 1.16393 0.26066 0.08292
C5 0.89903 1.20828 -0.79700
C6 -0.28161 1.13862 -1.61770
C7 -1.11045 0.07797 -1.49983
C8 -0.85652 -1.02450 -0.55230
O3 -1.49163 -2.04782 -0.60421
H1 -2.49995 -2.66523 2.09018
H2 1.19689 -0.85480 2.19707
H3 2.08207 0.30077 0.49476
H4 1.64046 1.95933 -0.97902
H5 -0.70385 1.92185 -2.30595
H6 -1.99478 0.04448 -2.12309

E	-14533.555	eV
gap between HOMO and LUMO (alpha / beta)	0.28744 / 0.28748	hartree
LUMO energy (alpha / beta)	-1.0 / -1.0	eV
largest force on an atom	3.52	eV/Å
energy relative to the best compared isomer or geometry (same formula, charge and spin)	46.6	kcal/mol
charge	0

Atom charges from the Löwdin analysis, given in e for atoms 1 to 4: 0.13, -0.46, 0.10, 0.13

Record 6
Computed, not measured: a cluster of 7 separate species, H13O6S in total, with ωB97M-V/def2-TZVPD.

Cartesian coordinates (Å):
S1 0.38745 -1.25990 2.67884
H1 0.44108 -0.19958 3.47498
H2 -1.68500 1.35956 1.18536
H3 -2.37609 0.25452 1.95819
O1 -2.53191 1.12634 1.57401
H4 -0.11751 0.18100 -2.09927
H5 -1.46539 0.01399 -1.42137
O2 -1.00252 0.65931 -1.98190
H6 -0.22397 1.92261 -0.82560
H7 0.90163 2.59711 -1.51046
O3 0.29897 2.74246 -0.76375
H8 1.40875 -1.22759 -2.46451
H9 1.77939 -0.23089 -1.28971
O4 1.39080 -0.29051 -2.19822
H10 -1.71552 -1.86415 0.51844
H11 -0.78197 -2.97642 0.88699
O5 -1.48995 -2.77949 0.26041
H12 1.91053 -0.59455 1.04882
H13 2.49822 0.73339 0.65699
O6 2.37300 -0.16721 0.31177

E	-23329.766	eV
gap between HOMO and LUMO (alpha / beta)	0.39263 / 0.24716	hartree
LUMO energy (alpha / beta)	-0.2 / -4.1	eV
largest force on an atom	1.45	eV/Å
spin multiplicity	2
energy relative to the best compared isomer or geometry (same formula, charge and spin)	0.0	kcal/mol
charge	0

Atom charges from the Löwdin analysis, given in e for atoms 1 to 4: 0.55, -0.24, 0.02, 0.01